The molecule C3H4OS3, computed with ωB97M-V/def2-TZVPD.

Computed properties:
- Kohn-Sham gap: 9.568 eV
- Structure (SMILES): O=C1S[C@@]1(S)CS
- HOMO: -9.4407 eV
- Relative energy (zero: lowest compared OMol25 entry of this formula, charge and spin): 0.983 eV

ORCA input file:
```
! RIJCOSX wB97M-V def2-TZVPD def2/J DEFGRID3
* xyz 0 1
O 1.620 1.453 -1.342
C 1.360 0.667 -0.516
S 2.218 -0.108 0.986
C 0.520 -0.274 0.168
S 0.171 -1.861 -0.675
C -0.648 0.231 0.978
S -1.939 0.971 -0.087
H 0.320 -1.413 -1.925
H -0.333 1.044 1.630
H -1.087 -0.576 1.566
H -2.201 -0.135 -0.785
*
```

---

A cluster of 8 separate species, C16H32Cl16 in total, computed with ωB97M-V/def2-TZVPD.

Computed properties:
- Kohn-Sham gap: 10.834 eV
- Structure (SMILES): ClCCCl.ClCCCl.ClCCCl.ClCCCl.ClCCCl.ClCCCl.ClCCCl.ClCCCl
- HOMO: -10.7373 eV
- Relative energy (zero: lowest compared OMol25 entry of this formula, charge and spin): 2.209 eV

ORCA input file:
```
! RIJCOSX wB97M-V def2-TZVPD def2/J DEFGRID3
* xyz 0 1
Cl 1.698 1.667 6.314
C 1.106 3.339 6.426
C -0.381 3.495 6.476
Cl -0.855 5.195 6.127
H 1.542 3.826 5.553
H 1.587 3.772 7.304
H -0.692 3.151 7.463
H -0.796 2.828 5.721
Cl 3.327 -5.707 2.555
C 4.210 -7.065 3.222
C 5.216 -7.625 2.197
Cl 6.513 -6.405 2.077
H 3.432 -7.795 3.445
H 4.607 -6.719 4.177
H 4.771 -7.912 1.244
H 5.647 -8.604 2.407
Cl -7.614 2.469 3.870
C -6.302 2.432 5.103
C -6.862 1.743 6.350
Cl -8.354 2.514 7.097
H -5.985 3.462 5.270
H -5.498 1.851 4.652
H -6.009 1.710 7.028
H -7.182 0.734 6.092
Cl 3.032 -5.580 -10.487
C 3.283 -6.792 -9.130
C 2.488 -6.338 -7.916
Cl 2.701 -7.528 -6.546
H 4.350 -6.805 -8.907
H 2.986 -7.764 -9.525
H 1.407 -6.327 -8.057
H 2.783 -5.385 -7.476
Cl 0.502 -1.610 -2.926
C 0.483 -0.388 -1.616
C -0.599 -0.824 -0.592
Cl -0.807 0.563 0.429
H 0.039 0.533 -1.992
H 1.527 -0.203 -1.363
H -0.470 -1.735 -0.008
H -1.490 -1.007 -1.192
Cl 8.134 -1.838 -2.037
C 7.019 -1.100 -0.946
C 7.671 -0.572 0.317
Cl 6.475 0.290 1.337
H 6.274 -1.820 -0.610
H 6.453 -0.291 -1.407
H 8.539 0.051 0.103
H 8.001 -1.345 1.011
Cl -3.763 6.727 -0.004
C -2.049 7.046 -0.235
C -1.885 7.580 -1.634
Cl -0.150 7.278 -2.018
H -1.548 6.082 -0.144
H -1.807 7.760 0.552
H -2.208 8.609 -1.791
H -2.471 6.867 -2.214
Cl -6.455 0.582 -2.814
C -5.941 1.957 -3.884
C -7.066 2.993 -3.984
Cl -6.494 4.438 -4.713
H -5.720 1.429 -4.812
H -4.998 2.339 -3.494
H -7.404 3.183 -2.965
H -7.952 2.590 -4.476
*
```

---

A structure of composition C26H40Cl3N4NiO3Si, computed with ωB97M-V/def2-TZVPD.

Computed properties:
- Kohn-Sham gap (spin up / spin down): 4.912 / 4.850 eV
- HOMO (spin up / spin down): -3.5083 / -3.5062 eV
- ⟨S²⟩: 2.007
- Relative energy (zero: lowest compared OMol25 entry of this formula, charge and spin): 3.390 eV

ORCA input file:
```
! RIJCOSX wB97M-V def2-TZVPD def2/J DEFGRID3
* xyz -1 3
C 1.788 -1.522 -5.694
C 1.180 -0.309 -5.078
H 1.870 -1.402 -6.783
H 1.156 -2.401 -5.479
H 2.796 -1.722 -5.277
C 0.818 0.777 -5.790
C 0.830 0.884 -7.284
H 0.469 1.667 -5.259
H 0.258 0.084 -7.758
H 1.850 0.893 -7.709
H 0.376 1.847 -7.557
Ni 0.716 -1.031 1.294
Cl 2.584 -0.068 1.836
Cl -1.286 -0.987 0.412
C -0.610 2.445 1.723
O -1.787 2.274 2.031
N -0.035 3.646 1.357
C -0.802 4.884 1.393
C 1.412 3.804 1.316
H 0.129 1.618 1.692
H -1.869 4.642 1.484
H -0.612 5.460 0.472
H -0.486 5.522 2.238
H 1.887 2.823 1.188
H 1.795 4.275 2.237
H 1.697 4.463 0.484
H -2.322 -1.505 -3.602
H -1.845 0.695 -4.418
C -3.084 -1.178 -2.887
C -2.778 1.020 -3.954
N -2.948 0.261 -2.720
H -2.886 -1.650 -1.908
C -3.641 0.827 -1.653
O -4.191 0.186 -0.765
H -2.715 2.086 -3.714
H -3.692 1.936 -1.712
H -4.094 -1.472 -3.261
H -3.593 0.858 -4.678
O -0.137 -1.362 -3.486
C 0.861 -0.484 -3.549
C -0.238 1.224 -1.935
C 0.793 0.880 -2.804
H -0.866 0.423 -1.532
C -0.491 2.558 -1.632
H 1.784 -0.988 -3.152
C 1.789 1.831 -3.059
H -1.400 2.833 -1.098
C 0.389 3.551 -2.095
C 1.594 3.172 -2.705
H 2.702 1.529 -3.580
H 0.162 4.609 -1.938
H 2.339 3.925 -2.980
Si 0.649 -4.162 -0.736
Cl 1.534 -2.072 -0.480
C -1.202 -4.275 -0.885
C 1.459 -4.869 0.809
C 1.475 -4.965 -2.184
H -1.716 -3.376 -0.529
H -1.552 -5.135 -0.291
H -1.475 -4.474 -1.937
H 0.814 -4.961 -3.060
H 1.682 -6.014 -1.931
H 2.426 -4.460 -2.397
H 1.239 -4.286 1.714
H 2.556 -4.848 0.653
H 1.203 -5.922 1.018
N 2.466 -3.694 6.569
C 1.704 -3.017 5.990
C 0.799 -2.177 5.217
C -0.372 -1.617 5.743
C -1.262 -0.927 4.932
C -0.967 -0.823 3.574
N 0.192 -1.310 3.079
C 1.118 -1.889 3.895
H -0.542 -1.727 6.815
H -2.156 -0.435 5.304
H -1.599 -0.328 2.845
H 2.101 -2.031 3.438
*
```

---

The molecule C2H2ClFO2, computed with ωB97M-V/def2-TZVPD.

Computed properties:
- Kohn-Sham gap: 11.422 eV
- Structure (SMILES): O=C(O)[C@H](F)Cl
- HOMO: -10.8035 eV
- Relative energy (zero: lowest compared OMol25 entry of this formula, charge and spin): 0.487 eV

ORCA input file:
```
! RIJCOSX wB97M-V def2-TZVPD def2/J DEFGRID3
* xyz 0 1
O -1.382 0.381 1.171
C -0.512 0.592 0.395
O 0.073 1.673 -0.113
C 0.223 -0.735 0.011
F 1.487 -0.479 -0.462
Cl -0.853 -1.386 -1.247
H 0.694 1.322 -0.705
H 0.269 -1.368 0.950
*
```